[1]
Molecular formula: C36H50N10O8Ti
Method: DFT, ωB97M-V/def2-TZVPD

Last column: Mulliken spin population.
Element x y z (Å)
Ti1 0.06765 -0.27702 -1.32481  0.936
O1 3.87113 1.03207 -6.12373  0.000
C1 3.03070 0.79657 -4.99288  0.001
C2 2.02531 1.74264 -4.48620  -0.004
C3 1.13603 1.32199 -3.55952  0.004
N1 1.15081 0.02649 -3.17886  0.016
C4 2.07000 -0.97278 -3.48385  0.004
C5 3.09340 -0.46734 -4.54951  -0.003
C6 2.71523 -1.56841 -2.14891  0.010
O2 3.73824 -2.23036 -2.20408  0.000
O3 1.92357 -1.33727 -1.11516  -0.026
C7 0.25016 2.21761 -2.78196  -0.006
O4 -0.05634 3.40052 -3.12839  -0.001
O5 0.05161 1.70560 -1.66023  0.021
H1 4.10790 1.92113 -6.02121  0.000
H2 2.12164 2.67711 -4.92169  0.000
H3 3.87946 -1.11759 -5.07146  -0.001
N2 -1.61365 -0.93745 -1.90185  0.016
N3 -0.98704 -2.05947 -1.29123  -0.043
C8 -1.20608 -3.30193 -1.73103  0.040
N4 -0.20527 -4.23623 -1.15410  0.002
N5 -2.26918 -3.64258 -2.33481  -0.003
N6 -2.24643 -4.90246 -2.81436  0.004
O6 -1.13840 -5.72720 -2.79440  0.005
O7 -3.32432 -5.34069 -3.15457  0.011
H4 -2.77290 -0.01515 0.19424  -0.012
H5 -2.42959 -1.06738 -2.51445  -0.001
H6 1.55127 -1.81077 -3.98924  -0.019
H7 0.62698 -3.83177 -0.64462  0.001
H8 -0.00017 -4.68240 -1.98037  0.001
C9 1.97024 3.69380 1.95596  -0.007
C10 1.98133 2.47366 0.99751  0.028
C11 2.97836 2.54963 -0.20062  0.003
C12 2.23610 1.11881 1.66674  -0.037
C13 3.36898 1.15122 2.51089  -0.008
C14 3.89172 -0.04600 3.03332  0.011
C15 3.17620 -1.21272 2.87210  -0.008
C16 1.96978 -1.23131 2.06855  0.031
C17 1.30959 -2.60983 1.73380  0.028
C18 0.14922 -3.01318 2.69046  0.001
C19 2.28672 -3.67049 1.39697  0.002
C20 1.51618 -0.02063 1.49781  -0.122
N7 0.19799 0.12268 0.79723  0.438
C21 -0.60690 0.92892 1.57250  0.013
C22 -1.89623 1.33440 1.53357  0.375
N8 -3.05017 0.82559 0.92527  0.196
C23 -4.39686 1.29523 1.04165  -0.009
C24 -5.08210 1.99826 0.05993  0.008
C25 -6.39249 2.35395 0.32447  -0.002
C26 -7.07525 1.75121 1.41401  0.004
C27 -6.43057 1.08997 2.39037  -0.005
C28 -5.09826 0.77793 2.27916  -0.001
C29 -4.57649 -0.25012 3.15268  0.014
C30 -5.60361 -1.43612 3.28229  0.000
C31 -4.12439 0.48361 4.47824  0.001
C32 -4.44495 2.71280 -1.18490  -0.009
C33 -4.01801 1.86802 -2.36827  0.009
C34 -3.33581 3.77123 -0.74422  -0.003
H9 1.79868 4.61865 1.43387  0.001
H10 2.93300 3.83160 2.42449  0.000
H11 1.37894 3.61493 2.80160  0.000
H12 1.01697 2.40366 0.51279  -0.011
H13 4.02241 2.35121 0.45975  0.000
H14 2.93513 3.55366 -0.73329  0.000
H15 2.91891 1.57481 -0.75771  0.005
H16 3.90024 2.09744 2.56575  0.002
H17 4.86732 0.02772 3.51675  0.000
H18 3.62369 -2.20984 2.89948  0.000
H19 0.88903 -2.31191 0.83701  -0.006
H20 0.49123 -3.32763 3.70447  0.000
H21 -0.51828 -3.74790 2.48772  0.000
H22 -0.42392 -2.22947 3.03870  0.001
H23 3.20433 -3.73873 2.01638  0.000
H24 2.76824 -3.51192 0.26005  -0.001
H25 1.72541 -4.63257 1.45398  0.000
H26 -0.27035 1.38087 2.47345  0.102
H27 -2.29409 1.93572 2.43897  -0.005
H28 -6.97206 2.92972 -0.61768  0.000
H29 -8.17038 2.05037 1.53282  0.000
H30 -6.94223 0.25607 2.87480  0.001
H31 -3.71329 -0.53851 2.69861  -0.002
H32 -6.30770 -1.05370 4.01079  0.000
H33 -4.90451 -2.24571 3.42193  0.000
H34 -5.99028 -1.55131 2.23852  0.000
H35 -4.83671 0.59420 5.22022  0.001
H36 -3.75557 1.52371 4.22308  -0.003
H37 -3.21577 -0.08164 4.92474  0.001
H38 -5.36861 3.40224 -1.41544  0.000
H39 -3.00869 1.17019 -2.23682  -0.001
H40 -3.76336 2.42253 -3.17140  0.000
H41 -4.88279 1.19843 -2.64901  -0.001
H42 -3.52612 4.27400 0.23252  0.000
H43 -3.26725 4.59059 -1.49332  0.001
H44 -2.29126 3.53330 -0.70517  0.008
C35 5.85775 -1.72282 0.82461  0.000
N9 5.69004 -1.26671 -0.56317  0.000
C36 6.39335 -0.23620 -1.10763  0.000
N10 6.12789 -0.02681 -2.45749  0.000
O8 7.21701 0.41100 -0.43607  0.000
H45 6.64354 -2.33818 1.03680  0.000
H46 4.85358 -2.43390 0.91829  0.000
H47 5.78758 -0.85256 1.60121  -0.001
H48 5.02549 -1.62276 -1.14298  0.000
H49 5.55578 -0.66052 -2.86684  0.000
H50 6.73565 0.46868 -3.04438  0.000

Output
Energy above the lowest of the compared OMol25 structures with the same formula, charge and spin: 9.662 eV
Electronic energy: -92532.5172 eV
HOMO-LUMO gap (spin up / spin down): 4.81 / 4.06 eV
2S+1: 3
Total charge: -2

---

[2]
Molecular formula: C36H51BClFNO6P
Method: DFT, ωB97M-V/def2-TZVPD

Last column: Mulliken charge in e.
Element x y z (Å)
C1 -3.01805 7.05126 -4.50716  -0.792
C2 -1.43664 7.44883 -4.31117  -0.442
C3 -0.44632 6.18820 -3.95933  -0.515
C4 -1.05056 4.70999 -4.35067  -0.143
C5 0.20570 3.66041 -4.58112  -0.695
C6 -0.10019 2.12451 -4.08482  -0.274
C7 1.24270 1.17059 -4.37487  -0.274
C8 0.84620 -0.38855 -4.72676  -0.759
C9 1.20769 -1.44998 -3.48558  -0.283
C10 2.77205 -1.37477 -3.00085  -0.593
C11 3.23354 -2.58072 -1.97615  -0.697
C12 2.32547 -2.69051 -0.60998  0.657
C13 1.59352 -1.28201 -0.10854  -0.832
C14 0.62683 -1.29787 1.21503  0.400
C15 0.38074 -2.71188 2.07388  0.172
C16 1.08608 -4.12268 1.62681  0.549
B1 0.85713 -5.52065 2.46215  0.508
O1 0.43481 -6.71972 1.67164  -0.587
N1 1.06056 -5.73070 3.95183  -0.069
C17 2.15193 -6.79830 4.15975  -0.854
C18 -0.22171 -6.30333 4.55385  -0.766
C19 2.05195 -4.05862 0.26280  -0.495
P1 2.87291 -5.71300 -0.35753  0.328
O2 3.76596 -6.40939 0.74527  -0.663
C20 -0.66073 -2.54275 3.37181  0.114
O3 -0.46186 -3.09309 4.57194  -0.498
C21 -1.97869 -1.56153 3.05886  0.148
C22 -3.49740 -2.01896 3.58872  -0.752
C23 -4.73654 -1.00003 3.18592  -0.515
C24 -4.49006 0.39434 2.31957  0.335
C25 -5.81080 1.29602 1.95735  0.089
C26 -7.18426 0.42915 1.69580  0.380
O4 -7.28064 -0.40125 0.62224  -0.468
F1 -8.30405 0.65511 2.66740  -0.258
C27 -2.98214 0.87742 1.78043  0.658
C28 -2.72758 2.23538 0.89161  -0.558
C29 -3.35543 3.60879 1.53308  0.113
C30 -4.25634 4.35101 0.34639  -0.994
Cl1 -2.00872 4.83311 2.03883  -0.192
C31 -1.74422 -0.15677 2.18186  -0.210
C32 -0.15973 0.09359 1.70810  -0.028
O5 0.44974 1.28293 1.72952  -0.566
H1 -3.43039 6.27099 -3.73283  0.161
H2 -3.14447 6.67635 -5.63073  0.227
H3 -3.63394 8.06308 -4.42570  0.322
H4 -1.10817 8.08125 -5.24243  0.249
H5 -1.37053 8.18898 -3.37668  0.260
H6 -0.16142 6.27318 -2.80342  0.240
H7 0.56735 6.36960 -4.54034  0.270
H8 -1.64492 4.75863 -5.37969  0.221
H9 -1.76780 4.39258 -3.45619  0.052
H10 0.44551 3.64951 -5.73131  0.213
H11 1.13819 4.12795 -4.04508  0.260
H12 -1.03605 1.68195 -4.67816  0.278
H13 -0.35036 2.15251 -2.94150  0.013
H14 1.74048 1.64978 -5.34434  0.264
H15 2.00046 1.29486 -3.48979  0.218
H16 -0.34553 -0.41199 -4.79369  0.318
H17 1.23956 -0.76981 -5.76119  0.343
H18 0.41991 -1.19450 -2.63761  0.090
H19 0.94014 -2.55133 -3.83776  0.292
H20 3.43526 -1.51117 -3.98297  0.348
H21 3.08226 -0.36492 -2.48749  0.197
H22 3.18991 -3.58387 -2.62108  0.299
H23 4.39494 -2.42931 -1.74485  0.259
H24 1.73031 -0.24791 -0.66887  0.339
H25 1.24875 -7.32845 1.57166  0.323
H26 3.13252 -6.47131 3.56254  0.260
H27 2.47261 -6.84884 5.30107  0.266
H28 1.77165 -7.87274 3.83412  0.287
H29 -0.37180 -7.44764 4.36102  0.265
H30 -1.12187 -5.64962 4.15163  0.221
H31 -0.12350 -6.11999 5.72827  0.262
H32 1.81128 -6.65466 -0.73796  0.101
H33 3.69528 -5.51490 -1.53778  0.073
H34 -3.70457 -3.01663 4.17937  0.319
H35 -5.83947 -1.29342 3.50487  0.222
H36 -5.58388 1.86967 0.94476  -0.156
H37 -5.91884 2.10563 2.80973  0.332
H38 -3.28317 2.05412 -0.14939  0.272
H39 -1.60727 2.44846 0.62323  0.360
H40 -4.02318 3.39226 2.49700  0.273
H41 -3.48836 4.76804 -0.46132  0.285
H42 -4.93930 3.58410 -0.24575  0.273
H43 -4.85608 5.26786 0.78360  0.300
C33 5.29965 -0.40699 3.50117  -0.630
C34 4.03796 -0.54421 2.68874  -0.028
C35 3.90575 0.83209 2.07396  -0.022
O6 5.23551 1.34350 1.90865  -0.444
C36 6.14241 0.49586 2.62717  -0.542
H44 5.78565 -1.36051 3.72271  0.351
H45 5.07693 0.09384 4.45086  0.299
H46 4.18376 -1.29280 1.90107  0.032
H47 3.16444 -0.83385 3.27832  0.224
H48 3.36563 1.51429 2.73897  0.215
H49 3.39618 0.81177 1.10629  0.021
H50 6.71193 -0.08302 1.89193  0.269
H51 6.83990 1.10816 3.20533  0.309

Output
Electronic energy: -77113.1288 eV
HOMO-LUMO gap: 6.94 eV

---

Question: Which of these has the highest electronic energy?
Answer: C36H51BClFNO6P

---

Question: Look up the electronic energy of the first one.
Answer: -92532.5172 eV